[1]
Here is a cluster of 7 separate species, C33H74ClIN6O7Si in total at a distorted geometry from the Open Molecules 2025 dataset. Energies are from the ωB97M-V functional and the def2-TZVPD basis.

Structure (XYZ):
```
123
Properties=species:S:1:pos:R:3:lowdin_charge:R:1
C 3.51 -1.18 2.02 -0.140
C 2.79 -2.29 1.04 -0.244
C 2.67 -1.61 -0.44 -0.264
C 1.17 -1.58 -1.09 -0.276
Si -0.15 -0.57 -0.12 0.576
C -1.58 -0.21 -1.41 -0.294
C -2.25 -1.58 -2.02 -0.326
C -3.71 -1.89 -1.32 -0.644
I -5.26 -0.39 -1.82 0.638
C -1.04 -1.60 1.30 -0.244
C -0.31 -1.47 2.76 -0.243
C -1.06 -0.51 3.84 -0.194
C -2.65 -0.83 4.08 -0.191
O -3.08 -0.13 5.33 -0.271
C -2.95 1.33 5.19 -0.134
C 0.43 1.15 0.51 -0.638
Cl 1.84 1.89 -0.49 0.553
C -0.79 2.30 0.40 -0.307
C -2.00 2.07 1.47 -0.137
H 3.07 -0.12 1.72 0.055
H 4.68 -1.09 1.87 0.084
H 3.20 -1.35 3.15 0.084
H 1.80 -2.75 1.46 0.074
H 3.56 -3.20 0.97 0.112
H 3.33 -2.29 -1.17 0.114
H 3.22 -0.58 -0.40 0.072
H 1.22 -1.16 -2.20 0.097
H 0.81 -2.71 -1.21 0.091
H -2.43 0.46 -0.95 0.043
H -1.05 0.36 -2.31 0.088
H -2.37 -1.57 -3.18 0.107
H -1.50 -2.47 -1.74 0.096
H -3.64 -2.06 -0.15 0.059
H -4.09 -2.90 -1.82 0.062
H -2.17 -1.24 1.34 0.065
H -1.08 -2.71 0.87 0.089
H 0.81 -1.11 2.69 0.077
H -0.29 -2.57 3.22 0.127
H -0.53 -0.69 4.89 0.139
H -0.83 0.61 3.54 0.089
H -2.85 -1.99 4.31 0.149
H -3.36 -0.47 3.21 0.122
H -3.66 1.92 5.91 0.100
H -1.84 1.73 5.35 0.099
H -3.19 1.59 4.05 0.081
H 0.72 1.02 1.66 0.092
H -1.14 2.46 -0.72 0.106
H -0.26 3.32 0.70 0.104
H -2.21 0.96 1.77 0.050
H -1.90 2.75 2.44 0.095
H -3.00 2.46 0.94 0.080
C -6.74 6.20 2.51 -0.078
N -5.99 4.98 2.67 0.002
C -5.80 3.97 1.77 -0.540
C -6.46 4.11 0.42 -0.005
O -5.12 3.00 2.06 0.008
H -6.07 7.04 2.66 0.070
H -7.52 6.22 3.28 0.087
H -7.21 6.27 1.53 0.082
H -5.51 4.82 3.55 0.142
H -6.23 3.24 -0.19 0.079
H -7.55 4.17 0.54 0.089
H -6.08 5.00 -0.09 0.084
C -2.49 7.57 1.79 -0.079
N -3.65 8.21 1.23 -0.002
C -3.78 9.51 0.81 -0.548
C -2.58 10.40 0.92 -0.015
O -4.86 9.90 0.36 0.021
H -2.23 6.72 1.15 0.083
H -2.74 7.21 2.79 0.081
H -1.63 8.24 1.85 0.077
H -4.50 7.67 1.13 0.118
H -2.83 11.40 0.54 0.086
H -2.27 10.50 1.96 0.085
H -1.76 10.01 0.31 0.086
C 2.62 -7.55 -0.40 -0.103
N 2.50 -6.49 0.57 0.008
C 1.38 -5.82 0.95 -0.537
C 0.08 -6.19 0.30 -0.009
O 1.45 -4.93 1.80 -0.006
H 3.03 -8.43 0.10 0.085
H 3.32 -7.22 -1.17 0.086
H 1.67 -7.80 -0.86 0.055
H 3.34 -6.19 1.06 0.141
H -0.72 -5.57 0.70 0.077
H 0.14 -6.02 -0.78 0.084
H -0.16 -7.24 0.50 0.089
C 4.86 2.91 0.72 -0.099
N 5.70 1.85 1.20 0.009
C 7.07 1.76 1.15 -0.549
C 7.82 2.90 0.51 -0.017
O 7.64 0.78 1.62 0.014
H 4.28 3.30 1.56 0.084
H 4.17 2.49 -0.02 -0.003
H 5.43 3.72 0.26 0.080
H 5.27 1.05 1.65 0.105
H 8.89 2.69 0.54 0.084
H 7.51 3.01 -0.54 0.086
H 7.63 3.83 1.06 0.084
C 2.23 -10.98 -5.32 -0.080
N 2.15 -10.15 -4.14 0.003
C 2.10 -10.54 -2.83 -0.520
C 2.11 -12.02 -2.54 -0.009
O 2.03 -9.70 -1.94 0.009
H 3.15 -10.73 -5.86 0.085
H 1.37 -10.76 -5.95 0.084
H 2.24 -12.05 -5.08 0.077
H 2.14 -9.15 -4.26 0.145
H 2.06 -12.18 -1.46 0.087
H 1.24 -12.50 -3.00 0.087
H 3.04 -12.47 -2.91 0.087
C 0.68 2.21 -5.04 -0.083
N 1.83 2.69 -4.31 0.003
C 2.74 3.62 -4.70 -0.549
C 2.57 4.26 -6.05 -0.017
O 3.67 3.92 -3.95 0.018
H -0.21 2.41 -4.44 0.080
H 0.79 1.13 -5.17 0.082
H 0.57 2.69 -6.01 0.075
H 2.01 2.30 -3.39 0.098
H 3.37 4.98 -6.22 0.085
H 2.62 3.50 -6.83 0.084
H 1.61 4.79 -6.09 0.084
```

Properties
- E_tot: -87191.2555 eV
- HOMO level: -8.94 eV
- F_max: 2.73 eV/Å
- SMILES: CCCC[Si@@](CCCI)(CCCCOC)[C@@H](Cl)CC.CNC(C)=O.CNC(C)=O.CNC(C)=O.CNC(C)=O.CNC(C)=O.CNC(C)=O
- Multiplicity: 1
- HOMO-LUMO gap: 9.20 eV


[2]
Here is a cluster of 3 separate species, C3H14N2O2S in total at a distorted geometry from the Open Molecules 2025 dataset. Energies are from the ωB97M-V functional and the def2-TZVPD basis.

Structure (XYZ):
```
22
Properties=species:S:1:pos:R:3:lowdin_charge:R:1
N 0.75 0.38 0.32 -0.010
C -0.30 0.35 -0.71 -0.232
C -1.04 -1.02 -0.52 -0.483
N -2.04 -1.06 -1.57 0.026
C -0.07 -2.18 -0.34 -0.530
S -0.92 -3.76 0.06 0.680
H 1.60 0.93 0.27 0.070
H 0.26 0.64 1.17 0.071
H 0.11 0.57 -1.69 0.112
H -1.08 1.10 -0.55 0.076
H -1.63 -0.91 0.41 0.134
H -1.77 -1.14 -2.53 0.073
H -2.86 -1.59 -1.33 0.062
H 0.67 -1.90 0.41 0.050
H 0.55 -2.32 -1.23 0.076
H -0.85 -4.31 -1.16 -0.160
O -2.29 2.29 1.75 -0.060
H -1.82 2.17 0.91 -0.001
H -3.20 2.00 1.55 0.047
O 4.94 3.45 1.59 -0.075
H 5.38 2.88 0.92 0.047
H 5.60 3.45 2.29 0.028
```

Properties
- E_tot: -21247.8875 eV
- HOMO level: -8.70 eV
- F_max: 1.45 eV/Å
- SMILES: NC[C@@H](N)CS.O.O
- Multiplicity: 1
- Energy relative to the best compared isomer or geometry (same formula, charge and spin): 47.3 kJ/mol
- HOMO-LUMO gap: 9.46 eV


[3]
Here is an isolated molecule of C4H9NO2S at a distorted geometry from the Open Molecules 2025 dataset. Energies are from the ωB97M-V functional and the def2-TZVPD basis.

Structure (XYZ):
```
17
Properties=species:S:1:pos:R:3:lowdin_charge:R:1
C 0.93 1.01 -0.33 -0.285
C 0.18 -1.30 -0.31 -0.217
C -0.35 1.58 0.25 -0.306
C -1.18 -0.98 0.28 -0.511
N 1.15 -0.34 0.18 -0.083
O -2.96 0.96 0.35 -0.533
O -2.11 -1.97 -0.05 -0.045
S -1.78 0.64 -0.45 0.957
H 0.86 1.03 -1.43 0.115
H 1.78 1.62 -0.02 0.120
H 0.48 -2.30 0.02 0.131
H 0.09 -1.31 -1.41 0.126
H -0.38 1.49 1.33 0.098
H -0.48 2.62 -0.04 0.088
H -1.12 -0.83 1.36 0.138
H 2.09 -0.64 -0.05 0.113
H -2.98 -1.66 0.22 0.094
```

Properties
- E_tot: -20713.2688 eV
- HOMO level: -9.01 eV
- F_max: 1.59 eV/Å
- Multiplicity: 1
- Energy relative to the best compared isomer or geometry (same formula, charge and spin): 170.2 kJ/mol
- HOMO-LUMO gap: 9.75 eV


[4]
Here is a cluster of 12 separate species, C5H32O12 in total at a distorted geometry from the Open Molecules 2025 dataset. Energies are from the ωB97M-V functional and the def2-TZVPD basis.

Structure (XYZ):
```
49
Properties=species:S:1:pos:R:3:lowdin_charge:R:1
C 0.28 1.19 -0.22 0.016
C -0.62 0.27 -0.49 -0.171
C -1.00 -0.81 0.49 -0.177
C -2.54 -1.06 0.41 -0.162
C -3.03 -2.08 -0.58 -0.222
O -2.42 -1.89 -1.90 -0.092
H 0.48 1.98 -0.95 0.065
H 1.01 1.41 0.55 0.050
H -1.21 0.21 -1.40 0.078
H -0.69 -0.72 1.52 0.078
H -0.60 -1.80 0.23 0.073
H -2.88 -1.27 1.41 0.100
H -3.04 -0.13 0.12 0.118
H -4.05 -1.87 -0.90 0.118
H -3.07 -3.16 -0.39 0.110
H -1.47 -1.81 -1.83 0.033
O -0.27 -4.13 0.52 -0.033
H 0.19 -3.30 0.44 0.002
H -0.23 -4.59 -0.31 0.031
O -1.08 1.00 -3.80 -0.020
H -0.25 0.65 -4.11 0.000
H -1.70 0.56 -4.34 0.033
O -0.28 4.12 2.14 -0.057
H 0.56 3.96 2.59 0.022
H -0.90 3.54 2.59 0.021
O 3.31 -0.07 -1.08 -0.057
H 2.51 -0.60 -1.10 0.009
H 3.84 -0.70 -1.58 0.063
O 1.95 1.13 -3.60 -0.054
H 1.61 1.98 -3.88 0.047
H 2.00 1.16 -2.63 0.007
O -1.09 0.33 3.53 -0.058
H -1.82 -0.16 3.13 0.036
H -0.52 -0.43 3.74 0.051
O -2.71 2.73 -1.29 -0.048
H -2.21 2.88 -2.09 0.021
H -2.20 2.74 -0.49 0.013
O 3.51 0.93 1.61 -0.040
H 3.98 0.48 0.91 0.026
H 2.90 1.60 1.32 0.029
O 2.29 -1.14 3.07 -0.059
H 2.11 -1.99 2.69 0.026
H 2.54 -0.47 2.41 -0.008
O 1.22 1.73 4.08 -0.060
H 1.65 0.87 3.97 0.002
H 0.28 1.62 4.25 0.004
O 1.52 -1.48 -2.79 -0.038
H 1.45 -2.40 -3.04 0.057
H 0.70 -0.99 -2.92 0.017
```

Properties
- E_tot: -30272.6140 eV
- HOMO level: -10.10 eV
- F_max: 2.82 eV/Å
- SMILES: C=CCCCO.O.O.O.O.O.O.O.O.O.O.O
- Multiplicity: 1
- Energy relative to the best compared isomer or geometry (same formula, charge and spin): 113.5 kJ/mol
- HOMO-LUMO gap: 9.82 eV


Copy entry 4 word for word.
Here is a cluster of 12 separate species, C5H32O12 in total at a distorted geometry from the Open Molecules 2025 dataset. Energies are from the ωB97M-V functional and the def2-TZVPD basis.

Structure (XYZ):
```
49
Properties=species:S:1:pos:R:3:lowdin_charge:R:1
C 0.28 1.19 -0.22 0.016
C -0.62 0.27 -0.49 -0.171
C -1.00 -0.81 0.49 -0.177
C -2.54 -1.06 0.41 -0.162
C -3.03 -2.08 -0.58 -0.222
O -2.42 -1.89 -1.90 -0.092
H 0.48 1.98 -0.95 0.065
H 1.01 1.41 0.55 0.050
H -1.21 0.21 -1.40 0.078
H -0.69 -0.72 1.52 0.078
H -0.60 -1.80 0.23 0.073
H -2.88 -1.27 1.41 0.100
H -3.04 -0.13 0.12 0.118
H -4.05 -1.87 -0.90 0.118
H -3.07 -3.16 -0.39 0.110
H -1.47 -1.81 -1.83 0.033
O -0.27 -4.13 0.52 -0.033
H 0.19 -3.30 0.44 0.002
H -0.23 -4.59 -0.31 0.031
O -1.08 1.00 -3.80 -0.020
H -0.25 0.65 -4.11 0.000
H -1.70 0.56 -4.34 0.033
O -0.28 4.12 2.14 -0.057
H 0.56 3.96 2.59 0.022
H -0.90 3.54 2.59 0.021
O 3.31 -0.07 -1.08 -0.057
H 2.51 -0.60 -1.10 0.009
H 3.84 -0.70 -1.58 0.063
O 1.95 1.13 -3.60 -0.054
H 1.61 1.98 -3.88 0.047
H 2.00 1.16 -2.63 0.007
O -1.09 0.33 3.53 -0.058
H -1.82 -0.16 3.13 0.036
H -0.52 -0.43 3.74 0.051
O -2.71 2.73 -1.29 -0.048
H -2.21 2.88 -2.09 0.021
H -2.20 2.74 -0.49 0.013
O 3.51 0.93 1.61 -0.040
H 3.98 0.48 0.91 0.026
H 2.90 1.60 1.32 0.029
O 2.29 -1.14 3.07 -0.059
H 2.11 -1.99 2.69 0.026
H 2.54 -0.47 2.41 -0.008
O 1.22 1.73 4.08 -0.060
H 1.65 0.87 3.97 0.002
H 0.28 1.62 4.25 0.004
O 1.52 -1.48 -2.79 -0.038
H 1.45 -2.40 -3.04 0.057
H 0.70 -0.99 -2.92 0.017
```

Properties
- E_tot: -30272.6140 eV
- HOMO level: -10.10 eV
- F_max: 2.82 eV/Å
- SMILES: C=CCCCO.O.O.O.O.O.O.O.O.O.O.O
- Multiplicity: 1
- Energy relative to the best compared isomer or geometry (same formula, charge and spin): 113.5 kJ/mol
- HOMO-LUMO gap: 9.82 eV


Question: Which of these has the lowest F_max?
Answer: C3H14N2O2S